1.
Here is C20H24DyFNOP2 as an isolated structure in a non-equilibrium geometry from OMol25. Energies are from ωB97M-V with the def2-TZVPD basis set.

Computed properties:
**Relative energy (zero: lowest compared OMol25 entry of this formula, charge and spin)**: 0.394 eV
**2S+1**: 6
**Kohn-Sham gap (alpha / beta)**: 5.42 / 7.23 eV
**Charge**: +1

XYZ file:
```
50
Properties=species:S:1:pos:R:3:forces:R:3:mulliken_spin:R:1
C -1.72291 2.88988 -2.11598 0.032 0.058 0.143 0.0610
C -1.35901 1.73572 -1.42466 0.435 -0.050 0.278 -0.0505
C 0.03097 1.47189 -1.28356 0.160 0.237 -0.029 -0.0350
C 0.99613 2.36336 -1.77195 -0.329 0.325 -0.015 -0.1988
C 0.59872 3.53972 -2.40265 0.017 -0.211 -0.042 0.0580
C -0.75787 3.78527 -2.60472 -0.019 -0.067 0.154 -0.0851
C 2.42263 2.03837 -1.44802 0.200 0.223 0.029 0.0252
C 2.69278 0.56697 -1.49789 0.278 -0.358 0.164 -0.1207
C 1.66878 -0.26657 -1.02133 0.170 0.120 -0.135 0.0121
C 1.85912 -1.67498 -0.90453 0.002 0.538 0.142 -0.0668
C 3.09504 -2.18672 -1.29352 -0.049 0.094 0.134 0.0552
C 4.12035 -1.34858 -1.75980 -0.055 0.031 0.114 -0.0934
C 3.93153 0.02827 -1.83687 -0.294 0.052 -0.061 0.0538
H -2.78206 3.11693 -2.24867 0.274 -0.075 -0.023 -0.0003
H 1.36669 4.24983 -2.71847 -0.340 -0.170 -0.032 -0.0004
H -1.07174 4.69394 -3.11955 0.045 -0.281 0.150 -0.0024
H 3.10223 2.58242 -2.10829 -0.006 0.012 0.199 -0.0013
H 3.27682 -3.25848 -1.20316 -0.058 0.253 -0.114 0.0003
H 5.08185 -1.77395 -2.04409 -0.254 0.047 0.101 -0.0029
H 4.73128 0.70770 -2.14153 -0.183 -0.354 0.006 0.0000
N 0.47435 0.33234 -0.60774 -0.743 -1.065 -0.527 -0.2579
Dy 0.56468 0.53608 1.69088 0.379 1.358 -0.507 5.7647
C -2.37151 0.79245 -0.80638 0.055 -0.135 0.057 -0.0147
H -2.22537 -0.23555 -1.17107 -0.071 0.263 -0.080 -0.0028
H -3.39566 1.12032 -1.04004 0.268 -0.149 -0.039 -0.0010
C 0.74206 -2.55591 -0.38328 -0.114 0.130 0.048 -0.0146
H -0.15414 -2.47258 -1.01702 0.284 -0.018 0.005 0.0017
H 1.05932 -3.60807 -0.36048 -0.098 0.234 -0.128 -0.0013
P -2.25172 0.66846 1.05461 -0.818 0.468 -0.754 -0.0609
P 0.13727 -2.14718 1.33343 0.433 -1.452 -0.671 0.0355
C 1.34762 -3.08506 2.32231 0.093 0.003 0.220 0.0029
H 1.04703 -3.06139 3.37731 0.149 -0.118 -0.166 -0.0008
H 1.37397 -4.12365 1.96346 0.080 0.241 0.209 0.0002
H 2.34263 -2.63142 2.23452 -0.176 -0.110 0.016 0.0005
C -1.30674 -3.25025 1.43676 -0.293 -0.045 0.071 -0.0052
H -0.98045 -4.29843 1.35093 -0.179 0.328 -0.009 0.0009
H -1.80733 -3.10299 2.40186 0.059 -0.134 -0.191 0.0012
H -2.02285 -3.01803 0.63790 0.163 -0.093 0.186 -0.0021
C -2.82400 2.34980 1.47656 -0.022 0.144 0.177 -0.0054
H -3.72411 2.59723 0.89492 0.224 0.040 0.251 -0.0008
H -3.04213 2.39530 2.55057 -0.040 0.108 -0.214 0.0018
H -2.03339 3.07589 1.25252 -0.213 -0.030 0.005 -0.0041
C -3.74124 -0.30187 1.45272 -0.210 -0.151 0.080 0.0001
H -3.76621 -0.47427 2.53577 -0.097 0.012 -0.202 0.0005
H -4.65028 0.24402 1.15550 0.269 -0.236 0.065 0.0008
H -3.71723 -1.27841 0.95311 -0.030 0.231 0.108 0.0007
C -0.56456 -0.25594 3.78515 -1.637 -1.344 4.648 -0.0016
O -0.92573 -0.54177 4.84483 1.135 0.925 -3.654 0.0038
H 2.61088 2.36537 -0.40060 0.107 -0.015 -0.380 -0.0200
F 2.52353 0.70451 2.03015 1.017 0.187 0.215 -0.0299
```
Forces are in eV/Å.

---

2.
Here is C20H24F5N3O4PtS2 as an isolated structure in a non-equilibrium geometry from OMol25. Energies are from ωB97M-V with the def2-TZVPD basis set.

Computed properties:
**Relative energy (zero: lowest compared OMol25 entry of this formula, charge and spin)**: 0.677 eV
**2S+1**: 5
**Kohn-Sham gap (alpha / beta)**: 7.07 / 3.88 eV
**Charge**: +2

XYZ file:
```
59
Properties=species:S:1:pos:R:3:forces:R:3:nbo_charge:R:1
Pt 1.41557 0.81380 -0.72273 0.679 1.190 0.202 1.0365
C 1.64287 4.01210 -2.06873 0.019 0.205 -0.310 -0.2529
O 1.88567 3.22470 -0.91453 0.142 -0.408 0.374 -0.5775
C 1.77957 3.95680 0.29487 -0.144 -0.140 0.363 -0.0973
C 1.93697 3.01170 1.49257 0.537 0.517 -0.237 -0.1012
O 1.11107 1.84680 1.47097 0.034 -0.351 -0.715 -0.5430
C -0.24283 1.96990 1.87537 -0.565 -0.035 -0.079 -0.0835
C -1.21363 2.47780 0.78687 0.226 0.141 0.303 -0.0968
O -0.79223 2.01600 -0.48403 0.063 -0.100 0.261 -0.5975
C -1.66653 2.41670 -1.52913 -0.159 0.031 -0.077 -0.2510
H 2.38077 4.81550 -2.14573 -0.006 -0.076 0.017 0.2051
H 1.73197 3.36240 -2.93653 0.012 0.016 0.025 0.2070
H 0.64357 4.45510 -2.04323 -0.028 -0.052 0.066 0.1805
H 2.58177 4.70730 0.33737 -0.140 -0.091 0.097 0.2167
H 0.81717 4.48480 0.32827 0.059 -0.057 -0.053 0.1796
H 2.95697 2.61780 1.51327 -0.172 0.115 0.021 0.2274
H 1.75897 3.57860 2.41317 -0.017 -0.109 -0.067 0.2108
H -0.52413 0.96040 2.18367 -0.035 0.083 -0.022 0.1851
H -0.30853 2.61890 2.75527 -0.009 -0.059 -0.088 0.2137
H -2.22433 2.10240 1.00707 0.150 0.081 0.054 0.1995
H -1.25993 3.57510 0.78747 0.016 -0.113 -0.067 0.1885
H -1.80443 3.50020 -1.52493 0.021 0.028 0.010 0.1953
H -1.20603 2.12070 -2.46963 -0.068 -0.024 0.007 0.1998
H -2.64413 1.93700 -1.41353 0.065 0.017 -0.077 0.1908
N -6.51863 -4.37720 3.84257 -0.489 -0.295 0.448 -0.2113
C -5.71493 -3.99220 3.12797 -0.104 -0.021 0.018 0.2304
C -4.72783 -3.46830 2.25757 0.514 0.275 -0.400 -0.1403
C -4.81083 -3.68070 0.88127 0.154 0.111 0.285 -0.1295
C -3.85053 -3.14200 0.04657 0.321 0.190 0.010 -0.2272
C -2.81403 -2.37490 0.57537 -0.905 -0.516 0.770 0.2035
C -2.73463 -2.16880 1.95367 0.036 -0.003 -0.277 -0.2549
C -3.67923 -2.71850 2.79497 -0.142 -0.187 -0.282 -0.1216
N -1.85733 -1.78210 -0.27513 0.554 0.325 -0.280 -0.3342
C -1.95143 -1.58690 -1.62953 0.158 0.194 -0.421 -0.0481
C -0.82693 -0.92050 -2.01483 -0.389 -0.371 -0.085 -0.0927
N -0.05293 -0.70980 -0.91203 0.268 -0.319 0.535 -0.5654
C -0.68893 -1.24110 0.11447 0.174 -0.039 -0.069 0.1948
H -5.61853 -4.26670 0.47157 -0.062 -0.040 -0.009 0.2540
H -3.91453 -3.32980 -1.01223 -0.006 -0.022 -0.139 0.2283
H -1.95033 -1.57030 2.38717 0.085 0.111 0.031 0.2124
H -3.61373 -2.56920 3.86167 -0.037 0.032 0.055 0.2488
H -2.78603 -1.89690 -2.22253 -0.203 -0.106 0.008 0.2532
H -0.52243 -0.62710 -3.00043 -0.021 0.160 -0.145 0.2428
H -0.29563 -1.26810 1.11257 -0.104 0.026 0.125 0.2232
C 2.41767 -3.37940 1.12257 -0.779 0.399 0.629 -0.2767
O 3.48687 -3.89370 0.33567 0.746 -0.315 -0.693 -0.4089
C 3.45837 -3.77460 -0.94373 -0.277 0.125 0.405 -0.0750
S 4.66937 -4.30210 -1.98763 -0.614 0.321 -0.045 0.6292
S 2.24827 -3.10860 -1.91343 0.849 -0.360 -0.195 0.4555
H 2.38497 -3.97850 2.03217 0.063 0.052 -0.179 0.2466
H 1.47277 -3.45710 0.57627 0.103 -0.059 0.131 0.1943
H 2.62897 -2.33440 1.36507 0.038 -0.130 -0.094 0.2250
F 3.88257 -0.75470 -0.65433 0.061 -0.243 -0.150 -0.3698
C 3.52417 0.56030 -0.83583 -0.792 0.036 0.394 0.3277
F 4.27117 1.26010 0.05177 -0.150 -0.032 -0.260 -0.3218
C 3.89717 0.96950 -2.27533 -0.117 0.339 -0.275 0.8955
F 2.78647 0.75800 -3.05603 0.038 -0.262 -0.035 -0.3453
F 4.16077 2.26470 -2.35663 0.191 -0.058 0.104 -0.2897
F 4.88367 0.27890 -2.81503 0.158 -0.130 0.076 -0.2883
```
Forces are in eV/Å.

---

3.
Here is C20H24IrN5O9 as an isolated structure from OMol25. Energies are from ωB97M-V with the def2-TZVPD basis set.

Computed properties:
**Relative energy (zero: lowest compared OMol25 entry of this formula, charge and spin)**: 1.346 eV
**2S+1**: 2
**Kohn-Sham gap (alpha / beta)**: 7.66 / 6.63 eV
**Charge**: +1

XYZ file:
```
59
Properties=species:S:1:pos:R:3:forces:R:3:nbo_charge:R:1
Ir 0.96048 1.06787 0.46675 -0.079 0.158 0.247 1.6088
O -2.07736 3.69801 0.80932 0.050 0.005 -0.015 -0.5444
C -1.78419 2.55018 0.60652 0.085 0.088 -0.146 0.7858
O -0.62857 2.05882 1.07738 -0.154 -0.074 0.138 -0.7694
C -2.73226 1.61789 -0.12792 -0.097 0.047 -0.051 -0.3351
C -3.07080 0.30438 0.60294 -0.061 -0.035 0.000 0.0832
C -4.38193 -0.24627 0.02922 0.068 -0.043 0.011 -0.4292
C -3.90644 -0.75056 -1.35856 0.039 -0.011 0.029 -0.4223
C -2.40107 -0.44647 -1.29184 -0.071 -0.013 0.006 0.0957
O -2.09616 -0.62015 0.10012 -0.043 0.009 -0.042 -0.5513
C -2.19673 1.06110 -1.49667 -0.063 0.094 -0.045 -0.3629
C -0.78140 1.52925 -1.69921 -0.015 -0.013 0.056 0.8118
O -0.49631 2.59296 -2.16693 0.037 0.007 0.030 -0.5394
O 0.16632 0.65166 -1.24926 0.213 -0.174 -0.154 -0.6853
H -3.62864 2.20902 -0.29532 -0.003 0.014 0.010 0.2568
H -3.01283 0.35465 1.68833 0.001 0.016 -0.006 0.2147
H -5.16618 0.50587 -0.02605 0.008 0.011 0.003 0.2266
H -4.74210 -1.06919 0.64355 -0.012 -0.001 0.004 0.2249
H -4.39357 -0.24243 -2.18914 0.008 -0.001 -0.007 0.2222
H -4.07620 -1.81912 -1.47210 0.002 -0.004 -0.001 0.2251
H -1.76140 -1.08785 -1.89243 0.004 0.013 -0.002 0.2128
H -2.78110 1.46523 -2.32074 -0.033 -0.024 0.003 0.2603
O 5.88772 3.18505 -1.86463 -0.007 -0.001 0.003 -0.6542
C 4.94147 4.11456 -1.86710 -0.015 -0.057 -0.126 0.7777
O 5.10183 5.20713 -2.33199 0.010 0.024 0.052 -0.5436
C 3.61565 3.75060 -1.27688 0.014 0.015 0.093 -0.2224
C 2.54683 4.63254 -1.21834 -0.017 -0.052 -0.039 0.0708
N 1.52651 4.00192 -0.62701 -0.025 0.075 0.105 -0.2634
N 1.87173 2.76163 -0.29495 -0.001 -0.167 -0.022 -0.3069
C 3.13098 2.58419 -0.68054 0.016 0.003 -0.086 0.0595
C 3.69309 1.23369 -0.39220 -0.148 -0.134 0.288 0.7688
O 4.83178 0.92839 -0.64008 0.044 0.025 -0.132 -0.5590
O 2.82941 0.42554 0.21234 0.208 0.096 -0.400 -0.7085
H 5.59999 2.33676 -1.46530 0.012 0.019 0.052 0.5097
H 2.47730 5.64968 -1.56567 -0.005 -0.001 -0.006 0.2710
H 0.57656 4.31828 -0.48436 -0.034 0.011 0.030 0.4604
C 0.34126 -4.28805 -0.61845 -0.013 -0.009 -0.014 -0.4252
C 1.16258 -3.18255 -1.24296 -0.038 0.000 -0.036 -0.2169
N 0.88391 -1.93286 -0.54505 0.124 0.034 0.092 -0.5447
C 0.54103 -1.84794 0.73446 0.014 -0.131 -0.024 0.6783
N 0.43376 -0.60430 1.29722 0.028 0.141 0.030 -0.4501
C -0.00237 -0.47280 2.69275 0.002 0.002 0.002 -0.2572
C -0.85984 -1.64354 3.11512 0.003 -0.021 0.026 -0.4275
C -0.08408 -2.91190 2.85375 -0.027 -0.016 -0.008 -0.2047
N 0.33135 -2.95574 1.44908 -0.032 0.062 0.020 -0.3778
C 0.57561 -4.28632 0.87739 -0.019 -0.003 0.015 -0.2076
H 0.62584 -5.25311 -1.03398 -0.003 0.001 0.003 0.2482
H -0.71862 -4.12831 -0.82594 0.003 -0.003 -0.002 0.2205
H 0.90689 -3.03983 -2.29131 0.012 0.005 0.001 0.2301
H 2.23093 -3.40314 -1.18418 -0.001 0.004 0.000 0.2154
H 0.96772 -1.06934 -1.06014 -0.037 0.032 0.015 0.4514
H -0.54344 0.47215 2.76572 0.005 -0.012 -0.002 0.2515
H 0.88120 -0.40425 3.33702 0.001 0.000 0.000 0.2157
H -1.78901 -1.65483 2.54302 0.006 0.006 -0.006 0.2288
H -1.10403 -1.55957 4.17306 0.003 -0.006 0.001 0.2479
H -0.70420 -3.78930 3.02948 0.009 -0.008 0.007 0.2249
H 0.79247 -2.98589 3.50358 0.007 0.003 -0.003 0.2105
H -0.10695 -4.97520 1.37158 0.011 -0.008 0.010 0.2257
H 1.59556 -4.59822 1.11749 0.005 0.004 -0.007 0.2136
```
Forces are in eV/Å.

---

4.
Here is a single C20H24N2O2 molecule from OMol25. Energies are from ωB97M-V with the def2-TZVPD basis set.

Computed properties:
**Relative energy (zero: lowest compared OMol25 entry of this formula, charge and spin)**: 1.417 eV
**2S+1**: 1
**Kohn-Sham gap**: 8.53 eV
**SMILES**: O[C@@H](CNC[C@@H]1CCCO1)Cn1c2ccccc2c2ccccc21
**Charge**: 0

XYZ file:
```
48
Properties=species:S:1:pos:R:3:forces:R:3:nbo_charge:R:1
O 1.10819 -2.66116 -0.82704 0.291 0.107 0.171 -0.7478
C 0.59375 -2.07113 -1.98908 0.059 0.137 -0.454 0.0905
C -0.90081 -1.69350 -1.80173 0.288 -0.062 0.003 -0.2644
N -1.46727 -2.48986 -0.72216 -0.230 -0.286 -0.122 -0.6523
C -2.28293 -1.76251 0.23683 -0.107 0.463 0.284 -0.2211
C -1.42543 -0.89268 1.15765 0.136 -0.358 -0.195 0.0940
C -0.45369 -1.67434 2.06294 -0.132 0.155 -0.131 -0.4477
C -0.49295 -0.90063 3.38994 -0.172 0.139 0.011 -0.4333
C -1.46604 0.25291 3.09683 0.247 0.148 0.281 -0.0679
O -2.28173 -0.18510 2.03420 -0.292 -0.183 -0.185 -0.5277
C 1.46509 -0.84851 -2.36578 -0.199 -0.653 -0.002 -0.2230
N 1.23002 0.30730 -1.54893 -0.012 0.017 -0.013 -0.3955
C 1.69484 0.49936 -0.26651 0.018 0.421 0.488 0.2393
C 2.53252 -0.29741 0.50176 0.175 -0.101 -0.003 -0.2658
C 2.84490 0.13664 1.77575 0.060 -0.063 -0.080 -0.1989
C 2.34223 1.33318 2.28441 -0.013 0.153 0.204 -0.2535
C 1.51304 2.13289 1.52455 0.035 -0.063 -0.066 -0.1815
C 1.18581 1.71929 0.23938 0.236 -0.368 -0.003 -0.1305
C 0.36721 2.27959 -0.79697 -0.109 -0.174 -0.361 -0.0294
C -0.38925 3.44006 -0.89403 0.037 -0.105 -0.059 -0.1921
C -1.07986 3.68460 -2.06350 -0.099 0.193 0.030 -0.2416
C -1.02342 2.78705 -3.12760 -0.012 -0.037 -0.056 -0.1976
C -0.28131 1.62439 -3.05352 0.012 -0.142 -0.118 -0.2605
C 0.41900 1.36994 -1.88095 -0.138 0.569 0.188 0.1549
H 0.33051 -2.90100 -0.28864 -0.124 -0.016 -0.090 0.4988
H 0.68361 -2.79826 -2.81497 -0.013 0.157 0.041 0.1537
H -0.97765 -0.64130 -1.52814 -0.047 -0.063 -0.027 0.2113
H -1.43130 -1.82885 -2.75089 -0.002 0.047 0.086 0.1938
H -1.97819 -3.28351 -1.08880 0.060 0.095 0.083 0.3763
H -3.03102 -1.11359 -0.24337 0.029 -0.091 0.013 0.1814
H -2.81580 -2.48939 0.85370 0.001 0.046 0.019 0.2028
H -0.85158 -0.16263 0.56593 -0.033 -0.048 -0.008 0.1646
H 0.54573 -1.69432 1.63592 0.019 -0.071 -0.013 0.2314
H -0.80387 -2.69766 2.19435 0.003 -0.084 -0.028 0.2038
H -0.87280 -1.52623 4.19632 0.029 -0.003 0.029 0.2054
H 0.48718 -0.52222 3.67172 0.035 -0.012 0.056 0.2175
H -0.90525 1.14836 2.79029 -0.067 -0.048 0.048 0.1645
H -2.11816 0.50288 3.93370 0.059 0.041 -0.020 0.1896
H 2.51048 -1.15270 -2.26227 -0.048 0.053 -0.125 0.2215
H 1.27982 -0.58123 -3.40778 0.091 0.009 0.035 0.2103
H 2.90912 -1.23520 0.12628 -0.003 -0.087 -0.009 0.2373
H 3.49170 -0.46820 2.39475 0.053 -0.058 0.033 0.2127
H 2.60866 1.63562 3.28685 0.018 0.025 0.073 0.2126
H 1.12514 3.06218 1.91517 -0.029 0.090 0.061 0.2132
H -0.43275 4.13399 -0.06810 -0.019 0.087 0.077 0.2137
H -1.67393 4.58106 -2.16034 -0.045 0.069 0.001 0.2129
H -1.57464 3.00381 -4.03095 -0.037 0.005 -0.069 0.2126
H -0.25691 0.93800 -3.88716 -0.007 -0.049 -0.077 0.2114
```
Forces are in eV/Å.

---

Question: Look up the 2S+1 of the fourth one.
Answer: 1